[1]
This record from OMol25 describes a molecular structure, C42H37N10PSV. The level of theory is ωB97M-V/def2-TZVPD.

The geometry in XYZ format:
```
92
Properties=species:S:1:pos:R:3:forces:R:3:lowdin_spin:R:1
V -0.520271 0.182591 -0.448850 0.224 0.659 2.023 2.04
C 2.009029 -5.220709 -2.734450 0.054 -0.118 0.034 0.01
C 1.221329 -5.258409 -1.593450 0.120 -0.157 -0.082 0.00
C 0.320729 -4.246109 -1.327150 -0.198 0.215 0.036 0.02
C 0.184029 -3.168909 -2.209650 0.378 -0.787 -0.178 0.03
C 0.965929 -3.152009 -3.371150 -0.236 0.164 0.154 0.02
C 1.871329 -4.162909 -3.619750 0.104 -0.138 -0.110 0.00
N -0.658071 -2.118009 -1.925350 -0.798 0.748 -0.109 0.30
C -1.869971 -2.038209 -2.405250 0.573 -0.274 0.196 0.03
C -2.466471 -3.073309 -3.188150 -0.432 -0.326 -0.373 0.08
C -3.720771 -2.943209 -3.695950 0.459 -0.488 -0.009 -0.02
C -4.466071 -1.772809 -3.470550 -0.052 0.537 0.224 0.12
C -3.922171 -0.746409 -2.748950 -0.372 0.113 -0.107 -0.04
C -2.628571 -0.837209 -2.194350 -0.288 -0.108 -0.323 0.11
N -2.033271 0.219091 -1.589650 -1.442 -0.021 -1.154 -0.12
N -2.660971 1.350791 -1.789550 -1.496 0.267 -0.797 -0.13
C -2.095271 2.450091 -1.315950 0.500 0.565 0.146 -0.01
C -2.718071 3.698891 -1.567750 0.060 -0.180 0.023 -0.04
C -2.089671 4.849691 -1.186550 0.160 -0.162 0.099 0.00
C -0.859471 4.752591 -0.525250 0.040 -0.070 0.058 -0.05
C -0.342671 3.499491 -0.278650 0.511 0.659 0.161 0.01
N -0.915871 2.360991 -0.652550 -0.520 -0.289 -0.576 -0.04
H 2.709229 -6.019009 -2.940350 0.031 -0.002 0.000 0.00
H 1.305929 -6.095509 -0.913050 -0.002 -0.001 0.061 0.00
H -0.296071 -4.277309 -0.439450 0.002 0.054 0.032 0.00
H 0.838929 -2.336009 -4.069250 0.036 0.104 -0.028 0.00
H 2.463229 -4.138909 -4.523950 0.054 0.029 -0.068 0.00
H -1.874671 -3.956709 -3.376350 -0.036 -0.106 0.019 0.00
H -4.152871 -3.741809 -4.279450 -0.012 -0.118 -0.079 0.00
H -5.458571 -1.679109 -3.886550 -0.072 0.024 0.023 0.01
H -4.465671 0.174391 -2.600250 -0.012 -0.037 0.010 -0.01
H -3.672271 3.696491 -2.067450 -0.085 -0.018 -0.109 0.00
H -2.517271 5.817891 -1.393350 -0.144 0.096 -0.017 0.00
H -0.320371 5.630291 -0.200750 0.026 -0.007 0.025 0.00
H 0.595929 3.420291 0.254850 -0.152 0.045 -0.143 0.00
C 3.004329 -2.150209 -0.286150 -0.199 0.168 -0.028 0.01
C 1.880429 -1.219209 -0.633850 0.541 -0.551 0.381 0.11
N 0.748629 -1.199009 0.056950 0.781 -0.060 -0.413 0.09
N 0.615929 -2.119609 1.004150 0.455 -1.714 1.242 0.01
C -0.534871 -2.190509 1.604450 -0.131 0.335 -0.454 0.03
N -0.680871 -3.107909 2.598950 0.096 -0.172 -0.060 0.02
S -1.814871 -1.096009 1.271950 -0.220 -0.282 0.022 0.01
C 1.879229 -0.394809 -1.777450 0.276 0.075 -0.333 0.10
C 2.878229 -0.411909 -2.774350 -0.091 0.074 0.093 0.02
C 2.723229 0.346191 -3.906450 -0.011 -0.037 0.216 0.06
C 1.572629 1.135691 -4.033850 -0.220 0.013 0.207 0.05
C 0.641629 1.121391 -3.014850 0.123 0.588 -0.965 0.04
N 0.769529 0.389991 -1.910750 1.187 0.019 -0.724 0.08
H 2.829729 -2.545309 0.710650 0.086 -0.008 -0.013 0.00
H 3.967229 -1.641009 -0.319050 0.071 0.027 -0.057 0.00
H 3.020929 -2.989609 -0.979050 0.100 -0.155 -0.126 0.00
H 0.044829 -3.798309 2.693950 0.020 -0.020 0.002 0.00
H -1.609571 -3.350109 2.893950 0.013 0.057 -0.043 0.00
H 3.732929 -1.053009 -2.638450 0.134 -0.078 -0.001 0.00
H 3.466529 0.338891 -4.691450 0.060 -0.049 0.006 0.00
H 1.415429 1.749891 -4.906950 -0.093 0.034 -0.017 0.00
H -0.250571 1.733491 -3.104950 0.033 -0.102 0.119 0.00
N -0.770071 2.014191 2.428350 0.136 0.222 0.409 0.00
P 0.327829 1.012391 1.604850 0.833 0.603 1.633 0.02
C 0.935029 -0.053309 2.971050 -0.114 -0.169 -0.103 0.00
C 2.251929 -0.501609 2.906850 -0.040 -0.002 0.099 0.00
C 2.776929 -1.266309 3.928550 0.103 -0.061 -0.085 0.00
C 1.996829 -1.581809 5.030650 -0.117 -0.018 0.119 0.00
C 0.684529 -1.145509 5.093750 0.056 -0.066 0.163 0.00
C 0.147129 -0.395109 4.060650 0.008 0.232 -0.165 0.00
C 1.814229 2.117591 1.741850 -0.059 -0.052 -0.288 0.00
C 2.661429 2.355991 0.665350 -0.180 -0.148 0.005 0.00
C 3.743429 3.211191 0.799250 0.161 0.070 0.023 0.00
C 4.011729 3.809191 2.019950 0.097 -0.052 -0.118 0.00
C 3.209529 3.525591 3.112950 -0.027 0.084 0.114 0.00
C 2.117529 2.692091 2.972950 0.000 0.102 -0.041 0.00
C -2.136271 2.077691 2.260550 -0.475 0.069 -0.023 0.00
C -2.923071 2.764691 3.195250 -0.011 -0.001 -0.004 0.00
C -4.289571 2.788091 3.010850 0.170 -0.115 -0.045 0.00
C -4.834271 2.129091 1.915350 -0.095 0.020 -0.047 0.00
C -3.971371 1.501991 1.036350 -0.349 0.073 0.244 0.00
N -2.658971 1.479391 1.200350 0.048 0.316 0.279 0.02
H -0.437271 2.467591 3.274250 -0.106 -0.153 -0.288 0.00
H 2.862629 -0.239009 2.052150 0.076 -0.047 0.006 0.00
H 3.795329 -1.621409 3.869550 0.103 -0.006 -0.014 0.00
H 2.411529 -2.168709 5.838650 0.020 -0.027 0.036 0.00
H 0.073629 -1.396609 5.948750 -0.063 -0.029 0.058 0.00
H -0.889271 -0.082109 4.086750 -0.022 0.004 0.040 0.00
H 2.463229 1.877891 -0.286650 -0.049 0.039 -0.070 0.00
H 4.378429 3.411891 -0.051050 0.054 -0.005 -0.078 0.00
H 4.852129 4.480291 2.124950 0.064 0.018 -0.005 0.00
H 3.437829 3.947591 4.080650 0.007 0.088 0.064 0.00
H 1.514829 2.477891 3.846650 0.015 -0.067 0.054 0.00
H -2.461171 3.252091 4.043150 0.019 0.038 0.042 0.00
H -4.926371 3.299591 3.719450 -0.012 0.028 0.027 0.00
H -5.899371 2.104391 1.755550 -0.120 0.005 -0.071 0.00
H -4.331471 0.983091 0.158350 -0.123 -0.025 -0.082 0.00
```
Forces are in eV/Å.

For the HOMO energy (spin up / spin down), the calculation gives -5.5 / -6.6 eV. The orbital gap (spin up / spin down) is 5.13 / 5.72 eV. The total energy comes out at -3853.8336 Eh. As for the LUMO energy (spin up / spin down): -0.0131 / -0.0308 hartree. The spin multiplicity is 4. The maximum force is 2.2 eV Å⁻¹. The total charge is 0.



[2]
This record from OMol25 describes a molecular structure, C42H37N7O2ReS2. The level of theory is ωB97M-V/def2-TZVPD.

The geometry in XYZ format:
```
91
Properties=species:S:1:pos:R:3:forces:R:3:lowdin_spin:R:1
Re 0.925685 -0.025981 -0.070098 -0.032 -0.037 -0.109 0.82
N -2.443095 -2.052196 -1.910799 -0.013 -0.008 -0.019 0.00
C -1.445277 -1.657038 -1.086353 0.027 -0.038 -0.018 0.00
S -1.524367 -0.082915 -0.371146 0.000 0.056 0.022 0.02
N -0.527653 -2.541896 -0.779401 0.010 0.007 -0.004 0.00
N 0.431891 -2.018331 0.025777 0.022 0.036 0.023 -0.01
C 1.131443 -2.837991 0.773592 -0.017 0.009 0.011 -0.01
C 0.964125 -4.307128 0.755287 0.015 -0.012 -0.024 0.00
C 1.250295 -5.023489 -0.404320 0.001 0.019 0.019 0.00
C 1.116366 -6.401346 -0.420620 -0.003 -0.006 0.000 0.00
C 0.689251 -7.075551 0.716801 0.000 0.001 -0.009 0.00
C 0.396230 -6.366560 1.871520 0.002 0.006 0.006 0.00
C 0.534781 -4.985391 1.890910 -0.006 -0.002 0.004 0.00
C 2.024514 -2.154644 1.658350 0.013 -0.004 -0.018 -0.01
C 2.872906 -2.787293 2.582425 -0.023 -0.002 0.004 0.00
C 3.641978 -2.028018 3.420333 0.007 0.013 -0.004 -0.01
C 3.568913 -0.630218 3.335217 0.000 -0.016 0.015 0.00
C 2.742990 -0.065598 2.405489 -0.012 0.011 -0.007 0.00
N 1.973025 -0.802886 1.574186 0.037 0.023 0.031 0.00
H -2.925592 -1.325032 -2.409152 0.001 0.006 0.001 0.00
H -2.271378 -2.903653 -2.422365 0.001 -0.002 0.010 0.00
H 1.569878 -4.489195 -1.289602 0.001 -0.002 -0.003 0.00
H 1.342688 -6.951641 -1.324687 -0.001 -0.001 0.003 0.00
H 0.581453 -8.152485 0.700129 0.002 0.003 0.000 0.00
H 0.054686 -6.885808 2.757682 0.000 0.000 -0.002 0.00
H 0.296713 -4.428460 2.789778 0.002 0.003 -0.002 0.00
H 2.904836 -3.866925 2.600745 0.004 0.001 0.005 0.00
H 4.304616 -2.499545 4.133547 -0.001 -0.001 0.000 0.00
H 4.158362 0.006744 3.978556 -0.001 -0.005 -0.001 0.00
H 2.665276 1.005438 2.284483 0.003 -0.006 -0.003 0.00
C 3.524921 6.097754 0.133335 0.003 -0.001 0.003 0.00
C 2.099717 6.510036 0.372427 0.007 0.004 0.003 0.00
C 1.783505 7.746292 0.926540 0.000 0.010 0.007 0.00
C 0.467923 8.120764 1.156447 0.009 -0.013 -0.005 0.00
C -0.566439 7.260893 0.817449 -0.009 0.009 -0.003 0.00
C -0.275298 6.033949 0.243611 -0.007 0.004 0.005 0.00
C 1.046955 5.656938 0.033961 0.003 0.003 0.015 0.00
N 1.337435 4.397673 -0.554857 -0.023 0.023 -0.050 0.00
C 1.056703 3.177204 -0.003560 0.027 -0.013 0.050 0.01
N 0.586011 3.235899 1.253664 -0.018 0.007 0.013 0.02
C 0.051689 2.219524 2.069476 0.023 0.013 -0.050 0.01
C 0.070779 0.882156 1.702534 -0.094 -0.049 0.074 -0.01
C -0.526499 0.000881 2.626381 0.029 0.004 -0.021 0.01
C -1.062205 0.410252 3.824732 0.013 0.011 0.011 0.00
C -1.033331 1.761621 4.160340 -0.009 -0.016 -0.004 0.02
C -0.486149 2.680805 3.292273 -0.009 -0.002 0.017 0.00
C -0.469056 4.144947 3.649527 0.000 0.008 0.021 0.00
N 1.275160 2.063283 -0.661221 0.072 0.021 0.006 0.03
C 1.835414 2.311735 -1.971003 0.002 -0.035 0.006 0.00
C 3.214744 2.419336 -2.091025 0.004 0.013 -0.002 0.00
C 3.792802 2.712466 -3.317651 0.012 0.008 -0.002 0.00
C 2.980916 2.901746 -4.424207 -0.011 0.005 0.009 0.00
C 1.601548 2.822514 -4.290558 0.006 -0.008 -0.007 0.00
C 0.999890 2.543804 -3.067458 -0.005 0.015 -0.004 0.00
C -0.493385 2.520830 -2.926811 -0.010 0.024 0.005 0.00
H 4.212355 6.813441 0.580997 -0.001 -0.006 -0.002 0.00
H 3.752285 6.039061 -0.933988 -0.008 0.001 -0.001 0.00
H 3.725361 5.111030 0.554726 0.001 0.002 0.003 0.00
H 2.588445 8.421427 1.191046 -0.003 0.002 0.001 0.00
H 0.250704 9.085597 1.595477 0.004 -0.003 0.003 0.00
H -1.596409 7.547857 0.983107 0.004 0.003 0.000 0.00
H -1.068341 5.356771 -0.050735 0.006 -0.003 -0.005 0.00
H 1.899289 4.379949 -1.392043 -0.006 -0.007 -0.012 0.00
H 0.514396 4.168292 1.624845 0.002 0.001 0.004 0.00
H -0.572735 -1.052056 2.372679 -0.006 0.004 0.005 0.00
H -1.508983 -0.310714 4.497491 0.002 0.000 0.001 0.00
H -1.449660 2.102954 5.100690 0.000 -0.001 -0.001 0.00
H -0.909645 4.294884 4.633541 -0.001 -0.002 -0.009 0.00
H -1.041391 4.751870 2.941207 0.000 -0.005 -0.004 0.00
H 0.546771 4.552998 3.685852 0.000 -0.003 -0.001 0.00
H 3.826344 2.239486 -1.215623 0.006 0.000 -0.002 0.00
H 4.870031 2.766327 -3.407768 -0.008 0.000 -0.002 0.00
H 3.418631 3.109051 -5.392604 -0.005 -0.006 0.010 0.00
H 0.967173 2.977475 -5.155065 0.002 -0.004 -0.002 0.00
H -0.968991 2.712313 -3.887615 0.004 -0.002 -0.003 0.00
H -0.829675 3.287942 -2.222134 0.002 -0.012 -0.001 0.00
H -0.833848 1.556298 -2.552142 0.005 -0.006 -0.009 0.00
O 0.340405 -0.668378 -4.213854 0.006 0.037 -0.010 0.01
C 1.089649 -0.496097 -3.266628 -0.009 -0.055 0.030 0.00
O 0.614698 -0.249821 -2.081208 -0.042 -0.036 -0.022 0.01
C 2.575797 -0.545483 -3.471144 -0.013 0.009 -0.020 0.00
C 3.010130 -0.575552 -4.797729 0.014 -0.010 0.016 0.00
C 4.352220 -0.611546 -5.120365 -0.008 0.002 -0.014 0.01
C 5.292365 -0.626720 -4.096383 0.015 0.006 0.008 0.00
C 4.879501 -0.595660 -2.779356 0.000 0.001 0.017 0.01
C 3.520616 -0.548461 -2.443707 -0.028 -0.019 -0.035 0.00
S 3.204599 -0.579955 -0.712470 0.012 0.017 0.031 0.05
H 2.248203 -0.571088 -5.565224 -0.001 0.001 0.002 0.00
H 4.665441 -0.631851 -6.156222 -0.001 -0.002 0.002 0.00
H 6.350829 -0.662147 -4.324512 -0.003 -0.001 0.000 0.00
H 5.609503 -0.608893 -1.978703 0.000 0.002 -0.003 0.00
```
Forces are in eV/Å.

For the HOMO energy (spin up / spin down), the calculation gives -7.0 / -6.9 eV. The orbital gap (spin up / spin down) is 6.78 / 6.33 eV. The total energy comes out at -3031.2524 Eh. As for the LUMO energy (spin up / spin down): -0.0068 / -0.0221 hartree. The spin multiplicity is 2. The maximum force is 0.1 eV Å⁻¹. The total charge is 0.